{"formula": "C40H42Br2Cl48FNO5", "method": "ωB97M-V/def2-TZVPD", "elements": ["C", "C", "C", "C", "C", "C", "C", "O", "O", "C", "C", "F", "C", "C", "C", "C", "C", "N", "C", "C", "C", "C", "O", "C", "C", "C", "O", "C", "Br", "C", "Br", "C", "O", "H", "H", "H", "H", "H", "H", "H", "H", "H", "H", "H", "H", "H", "H", "H", "H", "H", "H", "H", "H", "H", "H", "H", "H", "H", "H", "C", "Cl", "Cl", "Cl", "H", "C", "Cl", "Cl", "Cl", "H", "C", "Cl", "Cl", "Cl", "H", "C", "Cl", "Cl", "Cl", "H", "C", "Cl", "Cl", "Cl", "H", "C", "Cl", "Cl", "Cl", "H", "C", "Cl", "Cl", "Cl", "H", "C", "Cl", "Cl", "Cl", "H", "C", "Cl", "Cl", "Cl", "H", "C", "Cl", "Cl", "Cl", "H", "C", "Cl", "Cl", "Cl", "H", "C", "Cl", "Cl", "Cl", "H", "C", "Cl", "Cl", "Cl", "H", "C", "Cl", "Cl", "Cl", "H", "C", "Cl", "Cl", "Cl", "H", "C", "Cl", "Cl", "Cl", "H"], "xyz": [[-4.076391, -6.868786, -1.103467], [-4.388134, -5.588768, -1.350728], [-3.710120, -4.720479, -2.380285], [-2.871157, -3.692783, -1.645718], [-3.285945, -2.353572, -1.543280], [-4.580866, -1.972334, -2.251782], [-4.358481, -1.829286, -3.736361], [-5.164918, -1.326954, -4.459280], [-3.157714, -2.302272, -4.158508], [-2.508208, -1.400212, -0.862972], [-2.991765, 0.031803, -0.792811], [-4.287242, 0.089857, -0.275692], [-2.924627, 0.745342, -2.158747], [-1.964478, 1.952159, -2.157134], [-1.294690, -1.805079, -0.276900], [-0.488209, -0.790369, 0.504396], [-1.112280, -0.670979, 1.908955], [-0.249713, 0.058683, 2.840423], [-0.774582, 1.369165, 3.225590], [-2.113233, 1.378466, 4.012871], [0.120201, -0.716976, 3.991150], [1.605816, -0.980039, 4.132706], [-0.661125, -1.165550, 4.787868], [-0.890181, -3.134786, -0.393372], [-1.663356, -4.088013, -1.067273], [-1.157845, -5.491796, -1.118505], [-1.286369, -6.242660, -2.048406], [-0.404184, -5.931167, 0.100135], [-0.515281, -7.722629, 0.638551], [0.314975, -5.018439, 0.743661], [1.321054, -5.351357, 2.300125], [0.385203, -3.621290, 0.218388], [1.412530, -2.996248, 0.274368], [-3.775011, -7.490044, -1.935792], [-4.131465, -7.270830, -0.102161], [-5.211918, -5.161118, -0.784893], [-4.481470, -4.245148, -2.979979], [-3.101416, -5.297541, -3.063973], [-5.040462, -1.081076, -1.861005], [-5.295737, -2.775306, -2.098798], [-3.262672, -3.134304, -4.639652], [-2.401521, 0.621842, -0.103244], [-2.540233, 0.069657, -2.918820], [-3.904638, 1.135845, -2.416285], [-0.932027, 1.640987, -2.269217], [-2.040645, 2.530840, -1.242066], [-2.176339, 2.618951, -2.989954], [-0.565518, 0.139225, -0.044878], [0.562019, -1.021039, 0.575738], [-1.192232, -1.700283, 2.265889], [-2.132073, -0.288184, 1.863012], [-0.890901, 2.012091, 2.363678], [-0.030325, 1.866846, 3.848826], [-1.999495, 1.712689, 5.036673], [-2.527980, 0.373952, 4.043441], [-2.844029, 1.989603, 3.488937], [1.913431, -0.598735, 5.096522], [1.758413, -2.055490, 4.078279], [2.134332, -0.540137, 3.295810], [-6.482712, -6.334511, -4.829533], [-4.909813, -7.129203, -4.841367], [-7.480850, -6.935612, -3.503856], [-6.302890, -4.579706, -4.723946], [-6.981378, -6.563339, -5.761855], [1.974663, 2.935667, 0.053012], [2.489186, 2.977501, 1.741701], [2.878567, 1.722063, -0.844303], [0.234716, 2.628519, -0.078088], [2.174536, 3.904209, -0.385266], [0.356674, -3.444711, -5.190780], [-0.423789, -3.224256, -3.634800], [1.856642, -4.353760, -5.003181], [-0.731820, -4.257717, -6.325189], [0.599057, -2.469713, -5.593155], [-0.722004, 6.155853, 3.537558], [0.206605, 5.532967, 4.906096], [-0.380247, 5.186147, 2.104018], [-2.443120, 6.167938, 3.906181], [-0.417762, 7.179084, 3.338646], [3.065632, -1.136915, -3.070907], [4.236030, 0.042669, -2.483179], [1.475684, -0.812470, -2.382511], [3.001925, -1.142193, -4.840893], [3.378316, -2.121913, -2.741977], [5.434662, -0.801175, 5.610658], [6.361305, -0.119749, 6.953702], [4.463488, -2.167176, 6.161640], [4.409433, 0.416726, 4.852063], [6.136981, -1.162676, 4.872013], [0.648070, 10.333512, 1.994966], [0.911152, 8.918306, 3.022112], [-1.027757, 10.389291, 1.446754], [1.084399, 11.811508, 2.845859], [1.285851, 10.239600, 1.126504], [-6.021111, 6.276705, 5.781881], [-5.108269, 5.681025, 7.168133], [-5.636420, 5.344139, 4.333907], [-7.755339, 6.242041, 6.106818], [-5.733329, 7.302915, 5.607218], [-4.753806, 9.645024, 3.457916], [-3.833115, 9.012985, 4.825830], [-4.476630, 8.676349, 2.011654], [-6.473682, 9.706805, 3.849103], [-4.412857, 10.652417, 3.260357], [5.124217, 4.412726, 6.309739], [5.243257, 2.955505, 7.292956], [3.462335, 4.672460, 5.779504], [5.731345, 5.823259, 7.186631], [5.737659, 4.276132, 5.429098], [7.094265, -2.584561, -4.934371], [5.441771, -3.211492, -4.995639], [7.113674, -0.969843, -4.240069], [8.155081, -3.667276, -4.028323], [7.461603, -2.524850, -5.950470], [5.004738, -4.513342, -0.463773], [6.243040, -3.380440, 0.081912], [3.423141, -4.061829, 0.174269], [4.970283, -4.578583, -2.228429], [5.257122, -5.496613, -0.090237], [9.253023, 3.034169, 9.188006], [10.169194, 3.643948, 10.566908], [8.216440, 1.689046, 9.673957], [8.299545, 4.317893, 8.446759], [9.956567, 2.666847, 8.453277], [-10.094864, -4.276866, -3.684264], [-9.576278, -2.616291, -3.398791], [-11.337628, -4.755754, -2.527319], [-10.670072, -4.478316, -5.341332], [-9.243120, -4.929109, -3.547953], [8.251273, 2.648000, -6.197007], [9.747245, 1.825031, -5.755051], [6.984617, 2.317094, -5.014244], [8.517183, 4.383740, -6.363106], [7.926685, 2.264422, -7.155348], [4.768676, -0.567957, -8.842450], [5.325800, -2.231765, -9.025177], [3.078699, -0.530904, -8.338868], [5.798282, 0.303099, -7.702136], [4.841558, -0.078692, -9.804223]], "forces_ev_per_angstrom": [[-0.170, 0.575, -0.424], [-0.105, -0.660, 0.062], [-1.055, -0.106, -0.326], [0.234, -0.209, -0.083], [-0.167, 0.061, 0.230], [0.911, -0.178, 0.526], [-0.655, 0.206, 0.089], [-0.068, -0.077, -0.297], [0.073, -0.138, -0.252], [-0.326, -0.950, -0.013], [0.403, 0.333, -0.487], [-0.188, -0.081, 0.087], [0.577, 0.646, 0.192], [-0.206, -0.321, -0.160], [0.278, 0.359, -0.210], [-0.777, 0.182, -0.094], [0.743, -0.643, 0.043], [-0.537, 0.379, -0.441], [-0.311, 0.409, 0.989], [0.024, -0.469, -0.634], [0.566, -0.380, 0.160], [-0.747, 0.098, -0.568], [-0.289, 0.038, -0.129], [0.081, -0.082, 0.084], [-0.435, 0.638, 0.284], [0.137, -0.220, -0.124], [-0.102, -0.033, -0.154], [0.005, -0.013, 0.429], [-0.041, 0.202, -0.300], [0.288, -0.186, 0.580], [-0.322, -0.053, -0.071], [-0.635, -0.068, -0.283], [-1.278, 0.852, 0.520], [1.201, -0.039, 0.322], [-1.031, -0.499, -0.146], [0.738, 0.674, 0.745], [0.247, 0.071, 0.019], [0.185, -0.199, 0.028], [-0.062, 0.253, 0.007], [-0.272, 0.031, -0.101], [0.067, 0.171, -0.343], [0.094, -0.101, 0.232], [-0.414, -0.197, -0.214], [-0.289, -0.381, -0.080], [0.154, -0.121, 0.050], [-0.196, 0.115, 0.100], [-0.092, 0.018, -0.077], [0.249, 0.280, 0.123], [0.106, -0.177, 0.051], [-0.237, -0.063, 0.142], [-0.073, 0.150, 0.072], [0.192, -0.161, -0.445], [0.253, -0.026, -0.082], [0.013, 0.132, 0.108], [-0.033, -0.081, 0.132], [-0.079, 0.269, 0.164], [0.267, -0.079, 0.113], [0.026, -0.154, 0.264], [0.216, 0.246, 0.148], [0.107, -0.017, 0.071], [-0.006, 0.010, -0.023], [0.004, -0.042, -0.012], [-0.225, 0.064, -0.186], [-0.031, 0.018, 0.002], [0.093, -0.120, 0.211], [-0.023, 0.023, 0.047], [-0.458, 0.802, 0.600], [0.425, 0.325, 0.085], [-0.046, 0.042, 0.023], [0.051, -0.038, 0.040], [0.142, -0.211, -0.191], [0.006, -0.148, -0.036], [-0.012, 0.027, -0.007], [0.025, 0.000, -0.025], [-0.094, -0.087, 0.038], [0.010, 0.114, 0.064], [-0.099, 0.062, -0.087], [0.161, -0.247, -0.090], [-0.178, -0.438, 0.087], [-0.142, -0.084, -0.034], [0.587, -0.658, -0.618], [-0.004, -0.015, -0.076], [-0.155, 0.449, 0.145], [0.044, -0.011, -0.008], [-0.036, 0.019, 0.131], [0.045, -0.153, -0.092], [0.024, -0.032, -0.015], [0.338, 0.109, 0.009], [-0.005, 0.005, -0.024], [-0.121, 0.066, 0.051], [0.377, 0.370, -0.043], [0.009, -0.028, -0.019], [0.011, -0.026, -0.018], [0.005, -0.021, -0.003], [-0.083, -0.127, 0.048], [0.023, 0.034, -0.020], [-0.064, 0.049, -0.007], [0.016, 0.020, -0.009], [-0.001, 0.041, -0.019], [-0.031, -0.070, -0.004], [-0.023, 0.227, 0.032], [0.011, 0.025, 0.003], [0.004, -0.002, 0.006], [0.000, 0.012, 0.014], [-0.035, -0.083, 0.142], [-0.070, 0.211, -0.033], [0.003, 0.026, -0.078], [-0.125, 0.070, -0.103], [0.017, 0.010, 0.001], [-0.023, -0.108, 0.103], [0.284, -0.062, -0.370], [0.077, -0.040, -0.075], [-0.015, -0.010, -0.050], [-0.007, 0.009, -0.010], [-0.145, -0.247, 0.280], [0.086, 0.037, 0.011], [1.875, -0.298, -0.709], [-0.033, -0.057, 0.211], [0.136, -0.035, -0.064], [-0.043, 0.058, 0.030], [0.014, -0.014, -0.019], [0.006, -0.016, -0.023], [0.167, -0.083, 0.071], [0.006, -0.015, 0.001], [-0.060, 0.077, 0.006], [0.042, -0.036, -0.006], [0.020, -0.021, -0.001], [0.038, -0.027, -0.008], [0.014, 0.032, 0.012], [0.063, 0.027, 0.098], [-0.021, -0.027, -0.029], [-0.048, 0.111, -0.037], [-0.017, -0.011, -0.027], [-0.004, 0.006, -0.010], [0.037, -0.110, 0.017], [0.005, 0.007, -0.014], [0.040, 0.052, 0.007], [-0.103, -0.014, 0.082], [0.000, 0.003, -0.007]], "mulliken_charge": [-0.932, -0.305, 0.003, 0.709, 0.867, -1.372, 0.252, -0.628, -0.334, -0.315, 0.139, -0.519, -0.344, -1.669, 0.796, -0.086, -1.466, 0.857, -0.200, -1.326, 0.377, -1.275, -0.557, 0.847, 0.344, 0.604, -0.585, -0.336, -0.114, -0.345, -0.084, 0.256, -0.618, 0.206, 0.308, 0.451, -0.937, 0.479, 0.464, 0.693, 0.300, 0.530, 0.012, 0.531, 0.249, 0.373, 0.512, -0.731, 0.590, 0.557, 0.391, -0.208, 0.517, 0.297, 0.367, 0.412, 0.481, 0.272, 0.319, -0.121, -0.103, -0.142, -0.058, 0.460, -0.533, -0.024, 0.052, -0.137, 0.480, -0.140, 0.116, -0.090, -0.160, 0.261, 0.578, -0.115, -0.038, 0.030, -0.423, 0.328, -0.137, 0.132, 0.035, -0.217, -0.058, -0.076, -0.126, -0.037, 0.304, -0.007, -0.112, -0.093, -0.120, 0.316, 0.485, -0.129, -0.102, -0.145, -0.144, 0.006, -0.103, -0.095, -0.114, 0.313, -0.025, -0.042, -0.068, -0.150, 0.268, -0.138, -0.021, -0.055, -0.118, 0.320, -0.226, -0.152, 0.039, -0.089, 0.407, 0.024, -0.128, -0.118, -0.065, 0.287, 0.683, -0.123, -0.133, -0.131, -0.305, 0.169, -0.119, -0.067, -0.137, 0.141, -0.103, -0.117, -0.100, -0.039, 0.358], "max_force_ev_per_a": 2.0, "e_tot_ev": -797764.2018, "orbital_gap_ev": 7.48, "total_charge": 0, "e_homo_ev": -8.7482}